{
  "formula": "H16NO6",
  "method": "ωB97M-V/def2-TZVPD",
  "total_energy_ev": -14028.25548,
  "homo_ev": -14.5,
  "molar_mass_g_mol": 126.1,
  "charge": 1,
  "gap_ev": 11.10,
  "e_above_lowest_kj_mol": 262.01,
  "symbols": ["N", "H", "H", "H", "H", "O", "H", "H", "O", "H", "H", "O", "H", "H", "O", "H", "H", "O", "H", "H", "O", "H", "H"],
  "xyz": [[0.13, 0.58, -0.92], [0.76, 1.30, -0.76], [0.54, -0.34, -1.02], [-0.25, 0.78, -1.78], [-0.63, 0.58, -0.34], [2.66, 0.09, -2.67], [2.88, 1.04, -2.40], [3.30, -0.51, -2.22], [-2.93, 0.88, -0.95], [-3.85, 1.09, -1.22], [-2.65, 1.82, -0.67], [-1.19, 0.26, 2.62], [-1.34, -0.48, 3.34], [-0.21, 0.30, 2.55], [1.49, 1.70, 1.74], [2.24, 1.20, 1.97], [1.76, 2.62, 1.96], [1.20, -2.20, 0.16], [1.33, -2.71, -0.59], [0.28, -2.14, 0.20], [-1.49, -2.17, 0.47], [-2.14, -1.63, 0.95], [-1.88, -2.06, -0.43]]
}

=====

{
  "formula": "H16O7S",
  "method": "ωB97M-V/def2-TZVPD",
  "total_energy_ev": -25426.01216,
  "homo_ev": -9.4,
  "smiles": "O.O.O.O.O.O.O.S",
  "molar_mass_g_mol": 160.2,
  "gap_ev": 9.59,
  "e_above_lowest_kj_mol": 275.48,
  "symbols": ["S", "H", "H", "H", "H", "O", "H", "H", "O", "H", "H", "O", "H", "H", "O", "H", "H", "O", "H", "H", "O", "H", "H", "O"],
  "xyz": [[3.24, 1.48, -1.87], [2.37, 1.50, -2.92], [2.58, 2.62, -1.27], [2.84, -0.59, 2.46], [3.22, -1.71, 1.64], [3.33, -0.86, 1.77], [-1.01, -1.01, -2.25], [-1.94, -2.30, -2.10], [-1.11, -1.97, -2.32], [-3.65, 0.91, 1.14], [-3.50, 2.28, 1.60], [-3.71, 1.78, 0.82], [-2.10, 1.86, -2.66], [-1.16, 2.70, -1.82], [-1.21, 1.90, -2.32], [-0.58, -2.11, -0.62], [-0.71, -3.06, 0.62], [-0.61, -2.19, 0.27], [-1.70, -0.83, 0.70], [-2.09, -0.25, 2.02], [-2.53, -0.66, 1.24], [-0.16, -1.54, 3.39], [-0.09, -0.52, 4.51], [0.31, -0.72, 3.72]]
}

=====

{
  "formula": "H16O8",
  "method": "ωB97M-V/def2-TZVPD",
  "total_energy_ev": -16639.82294,
  "homo_ev": [-0.1, -8.0],
  "s_squared": 0.75,
  "spin_multiplicity": 2,
  "molar_mass_g_mol": 144.1,
  "charge": -1,
  "gap_ev": [3.36, 11.13],
  "e_above_lowest_kj_mol": 10.18,
  "symbols": ["O", "H", "H", "O", "H", "H", "O", "H", "H", "O", "H", "H", "O", "H", "H", "O", "H", "H", "O", "H", "H", "O", "H", "H"],
  "xyz": [[6.44, -9.32, 15.60], [5.92, -10.08, 15.35], [6.16, -9.13, 16.49], [4.11, -10.80, 15.07], [3.93, -10.99, 14.15], [3.75, -9.93, 15.21], [2.58, -8.43, 14.56], [2.00, -9.10, 14.21], [2.50, -7.70, 13.94], [4.25, -11.37, 12.36], [5.08, -11.68, 12.00], [4.21, -10.44, 12.11], [4.03, -12.06, 17.54], [3.42, -11.72, 18.20], [3.71, -11.71, 16.71], [3.32, -7.32, 16.86], [3.83, -8.12, 17.01], [2.86, -7.49, 16.04], [1.96, -13.75, 13.89], [1.35, -13.94, 13.17], [2.70, -13.32, 13.47], [5.27, -13.28, 14.81], [4.88, -12.41, 14.89], [5.03, -13.73, 15.62]]
}

=====

{
  "formula": "H16O8",
  "method": "ωB97M-V/def2-TZVPD",
  "total_energy_ev": -16637.75724,
  "homo_ev": [-5.0, -5.0],
  "s_squared": 0.75,
  "spin_multiplicity": 2,
  "molar_mass_g_mol": 144.1,
  "charge": -1,
  "gap_ev": [7.64, 3.90],
  "e_above_lowest_kj_mol": 209.49,
  "symbols": ["O", "H", "H", "O", "H", "H", "O", "H", "H", "O", "H", "H", "O", "H", "H", "O", "H", "H", "O", "H", "H", "O", "H", "H"],
  "xyz": [[1.48, -1.46, 0.89], [2.06, -2.17, 1.23], [2.11, -0.94, -0.64], [-1.94, 1.07, 1.30], [-2.66, 1.40, 1.82], [-0.16, 0.86, 1.77], [2.70, 1.68, 0.28], [-0.20, 2.64, -0.41], [1.79, 1.72, 0.66], [-1.02, -3.12, 0.58], [-0.17, -2.76, 0.39], [-1.43, -2.96, -0.30], [0.70, 0.63, 2.17], [3.13, 1.22, 1.03], [1.02, -0.20, 1.75], [2.09, -0.59, -1.53], [2.17, 0.36, -1.34], [0.10, 2.68, -1.06], [-1.15, -1.00, -2.49], [-0.30, -0.61, -2.27], [-1.85, -0.46, -2.01], [-2.67, 0.42, -0.95], [-3.52, 0.84, -1.12], [-2.27, 0.76, 0.26]]
}

=====

{
  "formula": "H16O8",
  "method": "ωB97M-V/def2-TZVPD",
  "total_energy_ev": -16640.13560,
  "homo_ev": -10.4,
  "smiles": "O.O.O.O.O.O.O.O",
  "molar_mass_g_mol": 144.1,
  "gap_ev": 10.32,
  "e_above_lowest_kj_mol": 180.91,
  "symbols": ["O", "H", "H", "O", "H", "H", "O", "H", "H", "O", "H", "H", "O", "H", "H", "O", "H", "H", "O", "H", "H", "O", "H", "H"],
  "xyz": [[0.94, 2.54, 1.53], [0.16, 2.48, 2.11], [0.59, 2.33, 0.65], [-1.07, -2.99, 0.30], [-0.94, -2.01, 0.28], [-1.69, -3.15, 1.02], [-0.89, 2.26, -0.88], [-0.78, 2.40, -1.83], [-1.61, 2.85, -0.63], [0.70, -0.20, -3.72], [1.34, -0.37, -3.02], [1.18, -0.35, -4.54], [1.78, -1.84, -1.55], [1.45, -2.39, -2.28], [2.25, -2.46, -0.98], [-1.93, 1.04, 2.94], [-2.05, 0.57, 2.11], [-2.45, 1.85, 2.85], [1.10, -0.83, 2.63], [0.53, -0.88, 1.85], [1.79, -0.20, 2.38], [-0.22, -0.38, -0.06], [0.30, -0.78, -0.78], [-0.47, 0.50, -0.38]]
}

=====

{
  "formula": "H16O8",
  "method": "ωB97M-V/def2-TZVPD",
  "total_energy_ev": -16638.81318,
  "homo_ev": -9.7,
  "smiles": "O.O.O.O.O.O.O.O",
  "molar_mass_g_mol": 144.1,
  "gap_ev": 9.29,
  "e_above_lowest_kj_mol": 308.50,
  "symbols": ["O", "H", "H", "O", "H", "H", "O", "H", "H", "O", "H", "H", "O", "H", "H", "O", "H", "H", "O", "H", "H", "O", "H", "H"],
  "xyz": [[1.99, 0.23, -1.50], [2.39, -0.64, -1.54], [1.11, 0.21, -1.92], [-1.03, -2.00, 2.31], [-0.64, -1.52, 1.56], [-1.42, -2.77, 1.84], [0.04, -0.68, 0.40], [-0.51, 0.06, 0.16], [0.80, -0.70, -0.15], [-2.11, 0.77, -1.36], [-2.78, 1.27, -1.89], [-1.53, 0.34, -1.94], [1.59, 1.42, 1.36], [2.21, 0.64, 1.12], [1.64, 1.60, 2.34], [0.89, -2.90, -0.88], [1.11, -3.30, -0.05], [1.70, -2.77, -1.43], [-2.47, 0.47, 1.24], [-2.57, 0.58, 0.32], [-1.90, 1.19, 1.50], [0.14, 3.01, -0.36], [0.47, 2.98, -1.24], [0.87, 2.51, 0.09]]
}